Computed, not measured: 13 unconnected molecules or ions with the total composition C78H125N7O38P6 in a non-equilibrium geometry, with ωB97M-V/def2-TZVPD.

## Properties
- Relative energy (zero: lowest compared OMol25 entry of this formula, charge and spin): 0.0 kcal per mole
- Net charge: 0
- Spin multiplicity: 1
- Kohn-Sham gap: 8.82 eV
- Total energy: -226879.821 eV
- Highest occupied orbital energy: -9.622 eV

Each atom is followed by the atoms it is bonded to, with distances in Å.
Element x y z (Å)
1 C -3.9793 -6.9764 -5.0267  C2 1.400, C6 1.399, H10 1.063
2 C -4.8838 -5.9076 -5.0364  C1 1.400, C3 1.385, H11 1.086
3 C -4.4388 -4.6036 -5.1795  C2 1.385, C4 1.388, H12 1.092
4 C -3.0821 -4.4146 -5.4031  C3 1.388, C5 1.376, N7 1.483
5 C -2.1720 -5.4466 -5.4363  C4 1.376, C6 1.401, H13 1.090
6 C -2.6072 -6.7540 -5.1819  C1 1.399, C5 1.401, H14 1.115
7 N -2.6256 -3.0153 -5.5813  C4 1.483, O8 1.210, O9 1.192
8 O -1.4296 -2.8322 -5.6126  N7 1.210
9 O -3.3988 -2.1107 -5.6414  N7 1.192
10 H -4.3497 -7.9584 -4.8569  C1 1.063
11 H -5.9418 -6.1063 -4.8932  C2 1.086
12 H -5.1219 -3.7524 -5.2135  C3 1.092
13 H -1.1546 -5.2526 -5.7758  C5 1.090
14 H -1.9284 -7.6321 -5.2852  C6 1.115
15 C -2.0795 -1.6385 3.7605  C16 1.408, C20 1.378, H24 1.113
16 C -2.5599 -0.7462 4.7380  C15 1.408, C17 1.369, H25 1.081
17 C -3.0726 0.4772 4.3984  C16 1.369, C18 1.345, H26 1.074
18 C -3.1376 0.8229 3.0997  C17 1.345, C19 1.369, N21 1.485
19 C -2.6378 0.0564 2.0808  C18 1.369, C20 1.409, H27 1.067
20 C -2.0944 -1.1882 2.4579  C15 1.378, C19 1.409, H28 1.095
21 N -3.8005 2.1325 2.8755  C18 1.485, O22 1.234, O23 1.218
22 O -3.5103 2.9882 3.7160  N21 1.234
23 O -4.4534 2.3580 1.8722  N21 1.218
24 H -1.7023 -2.6583 3.9992  C15 1.113
25 H -2.6313 -1.0274 5.7795  C16 1.081
26 H -3.4285 1.1668 5.1403  C17 1.074
27 H -2.6922 0.4639 1.0958  C19 1.067
28 H -1.7366 -1.9295 1.7366  C20 1.095
29 C -0.9534 3.1818 5.6851  C30 1.389, C34 1.391, H38 1.078
30 C -0.9727 4.3792 4.9821  C29 1.389, C31 1.374, H39 1.069
31 C -0.4407 5.5157 5.5413  C30 1.374, C32 1.395, H40 1.070
32 C 0.0249 5.4292 6.8530  C31 1.395, C33 1.354, N35 1.534
33 C 0.0340 4.2679 7.5485  C32 1.354, C34 1.365, H41 1.112
34 C -0.4558 3.1261 6.9826  C29 1.391, C33 1.365, H42 1.081
35 N 0.6701 6.6404 7.5380  C32 1.534, O36 1.230, O37 1.231
36 O 0.8566 7.6516 6.8622  N35 1.230
37 O 1.0784 6.5194 8.6928  N35 1.231
38 H -1.2994 2.2795 5.2081  C29 1.078
39 H -1.4153 4.3812 4.0085  C30 1.069
40 H -0.3903 6.4263 4.9820  C31 1.070
41 H 0.3559 4.2544 8.6133  C33 1.112
42 H -0.5077 2.1235 7.3835  C34 1.081
43 C -5.4159 5.0171 -1.6361  C44 1.395, C48 1.412, H52 1.094
44 C -6.6892 4.5590 -1.2978  C43 1.395, C45 1.396, H53 1.097
45 C -6.9620 3.2905 -0.7814  C44 1.396, C46 1.386, H54 1.073
46 C -5.9123 2.3974 -0.6345  C45 1.386, C47 1.398, N49 1.497
47 C -4.6297 2.7613 -1.0556  C46 1.398, C48 1.430, H55 1.082
48 C -4.3531 4.1040 -1.4613  C43 1.412, C47 1.430, H56 1.070
49 N -6.1616 0.9790 -0.2241  C46 1.497, O50 1.199, O51 1.231
50 O -7.1942 0.7112 0.3234  N49 1.199
51 O -5.2708 0.1466 -0.3960  N49 1.231
52 H -5.2628 6.0420 -1.9873  C43 1.094
53 H -7.5357 5.2476 -1.4072  C44 1.097
54 H -7.9817 2.9843 -0.6509  C45 1.073
55 H -3.8809 1.9966 -0.8936  C47 1.082
56 H -3.3765 4.4397 -1.7396  C48 1.070
57 C -4.2461 2.7193 -5.6813  C58 1.396, C62 1.393, H66 1.067
58 C -4.0524 1.3531 -5.4689  C57 1.396, C59 1.411, H67 1.069
59 C -5.0120 0.5757 -4.7864  C58 1.411, C60 1.398, H68 1.101
60 C -6.0322 1.2762 -4.1363  C59 1.398, C61 1.353, N63 1.519
61 C -6.1763 2.6107 -4.3043  C60 1.353, C62 1.368, H69 1.091
62 C -5.3136 3.3604 -5.0562  C57 1.393, C61 1.368, H70 1.086
63 N -7.1029 0.4709 -3.4201  C60 1.519, O64 1.190, O65 1.201
64 O -7.0171 -0.7042 -3.5853  N63 1.190
65 O -7.9780 1.0181 -2.8066  N63 1.201
66 H -3.6635 3.2816 -6.3755  C57 1.067
67 H -3.2679 0.8953 -6.0327  C58 1.069
68 H -4.9664 -0.5243 -4.7730  C59 1.101
69 H -7.0630 3.0873 -3.8839  C61 1.091
70 H -5.4613 4.4259 -5.2029  C62 1.086
71 C 2.2169 -0.7073 6.5492  C72 1.358, C76 1.403, H80 1.105
72 C 2.9544 0.4242 6.6866  C71 1.358, C73 1.435, H81 1.082
73 C 2.8054 1.5279 5.7824  C72 1.435, C74 1.369, H82 1.059
74 C 2.0724 1.3501 4.6396  C73 1.369, C75 1.394, N77 1.528
75 C 1.3731 0.1672 4.4035  C74 1.394, C76 1.402, H83 1.081
76 C 1.4183 -0.8181 5.4005  C71 1.403, C75 1.402, H84 1.067
77 N 2.0483 2.5094 3.6441  C74 1.528, O78 1.201, O79 1.207
78 O 2.7084 3.4863 3.8755  N77 1.201
79 O 1.2847 2.4189 2.7142  N77 1.207
80 H 2.2237 -1.3946 7.4151  C71 1.105
81 H 3.5037 0.5465 7.6112  C72 1.082
82 H 3.2503 2.4576 6.0249  C73 1.059
83 H 0.7913 0.0160 3.5056  C75 1.081
84 H 0.8262 -1.6831 5.2036  C76 1.067
85 C 1.2182 -3.7913 -3.6334  C86 1.406, C90 1.399, H94 1.064
86 C 2.4119 -4.5099 -3.8225  C85 1.406, C87 1.402, H95 1.078
87 C 2.5220 -5.8637 -3.4735  C86 1.402, C88 1.422, H96 1.107
88 C 1.3910 -6.4735 -2.8642  C87 1.422, C89 1.374, N91 1.480
89 C 0.2062 -5.7923 -2.7247  C88 1.374, C90 1.396, H97 1.084
90 C 0.0986 -4.4603 -3.1269  C85 1.399, C89 1.396, H98 1.099
91 N 1.4523 -7.8664 -2.3690  C88 1.480, O92 1.210, O93 1.198
92 O 0.4417 -8.4193 -1.9969  N91 1.210
93 O 2.5546 -8.3345 -2.3605  N91 1.198
94 H 1.1856 -2.7621 -3.9026  C85 1.064
95 H 3.2832 -4.0316 -4.2405  C86 1.078
96 H 3.3915 -6.5277 -3.6441  C87 1.107
97 H -0.6076 -6.3247 -2.2455  C89 1.084
98 H -0.8741 -3.9534 -3.0651  C90 1.099
99 C 2.6323 2.8765 -3.7062  C100 1.534, H110 1.080, H111 1.083, H112 1.073
100 C 2.8745 3.0411 -5.2118  C99 1.534, O101 1.424, H113 1.081, H114 1.129
101 O 1.7360 2.8728 -6.0511  C100 1.424, P102 1.593
102 P 0.5311 3.9039 -5.9053  O101 1.593, O103 1.469, O104 1.559, O107 1.602
103 O 0.7764 4.9293 -4.8827  P102 1.469
104 O 0.3640 4.5190 -7.3280  P102 1.559, C105 1.425
105 C -0.3923 5.7254 -7.3796  O104 1.425, C106 1.499, H115 1.102, H116 1.093
106 C 0.5990 6.8281 -7.5998  C105 1.499, H117 1.093, H118 1.076, H119 1.101
107 O -0.8191 3.0595 -5.7267  P102 1.602, C108 1.469
108 C -0.8712 2.1707 -4.5577  O107 1.469, C109 1.510, H120 1.086, H121 1.103
109 C -1.3961 2.9733 -3.3916  C108 1.510, H122 1.087, H123 1.108, H124 1.078
110 H 2.2707 1.8907 -3.4527  C99 1.080
111 H 3.6166 2.9831 -3.2683  C99 1.083
112 H 2.0035 3.6724 -3.3570  C99 1.073
113 H 3.3229 4.0116 -5.3740  C100 1.081
114 H 3.5033 2.1848 -5.5933  C100 1.129
115 H -1.1204 5.6343 -8.2013  C105 1.102
116 H -0.9585 5.7669 -6.4453  C105 1.093
117 H 0.1058 7.7829 -7.7989  C106 1.093
118 H 1.3214 7.0223 -6.8271  C106 1.076
119 H 1.2243 6.5774 -8.4705  C106 1.101
120 H -1.5038 1.3738 -4.9382  C108 1.086
121 H 0.1077 1.6906 -4.3926  C108 1.103
122 H -0.7178 3.7861 -3.1444  C109 1.087
123 H -2.4030 3.4166 -3.5233  C109 1.108
124 H -1.4512 2.2532 -2.5909  C109 1.078
125 C 3.2549 -5.2235 0.2461  C126 1.488, H136 1.077, H137 1.108, H138 1.112
126 C 2.0637 -5.5377 1.0797  C125 1.488, O127 1.414, H139 1.061, H140 1.098
127 O 0.9120 -5.2924 0.2962  C126 1.414, P128 1.603
128 P -0.4891 -5.1805 1.0669  O127 1.603, O129 1.465, O130 1.592, O133 1.615
129 O -0.7886 -4.1826 2.0967  P128 1.465
130 O -1.4820 -5.2438 -0.1754  P128 1.592, C131 1.423
131 C -2.7642 -4.6427 -0.3139  O130 1.423, C132 1.536, H141 1.088, H142 1.076
132 C -3.4786 -5.2951 -1.5067  C131 1.536, H143 1.074, H144 1.095, H145 1.108
133 O -0.5939 -6.6351 1.7596  P128 1.615, C134 1.417
134 C -0.5921 -7.8495 1.0300  O133 1.417, C135 1.572, H146 1.079, H147 1.088
135 C -0.6617 -9.0833 2.0011  C134 1.572, H148 1.080, H149 1.067, H150 1.100
136 H 3.4037 -5.8631 -0.6075  C125 1.077
137 H 3.1894 -4.1545 -0.0378  C125 1.108
138 H 4.0635 -5.2218 1.0100  C125 1.112
139 H 2.0264 -6.5508 1.3918  C126 1.061
140 H 2.0458 -4.9341 1.9967  C126 1.098
141 H -3.3572 -4.6299 0.5982  C131 1.088
142 H -2.5292 -3.6129 -0.5178  C131 1.076
143 H -4.4841 -4.9263 -1.4287  C132 1.074
144 H -2.9872 -4.9209 -2.4109  C132 1.095
145 H -3.5533 -6.4009 -1.5063  C132 1.108
146 H -1.4692 -7.8997 0.4037  C134 1.079
147 H 0.2645 -7.8680 0.3595  C134 1.088
148 H -0.0289 -8.8570 2.8461  C135 1.080
149 H -1.6852 -9.2655 2.2409  C135 1.067
150 H -0.2856 -9.9213 1.3957  C135 1.100
151 C 3.6034 -0.9650 -3.3926  C152 1.524, H162 1.096, H163 1.103, H164 1.063
152 C 5.0932 -0.7115 -3.1945  C151 1.524, O153 1.427, H165 1.113, H166 1.105
153 O 5.2228 0.1884 -2.0946  C152 1.427, P154 1.598
154 P 5.3902 -0.3646 -0.6047  O153 1.598, O155 1.472, O156 1.575, O159 1.530
155 O 4.8504 -1.6984 -0.2946  P154 1.472
156 O 6.9431 -0.1529 -0.4509  P154 1.575, C157 1.433
157 C 7.5795 -0.1352 0.8333  O156 1.433, C158 1.521, H167 1.130, H168 1.122
158 C 7.9774 -1.5669 1.1567  C157 1.521, H169 1.110, H170 1.119, H171 1.093
159 O 4.7852 0.6677 0.3486  P154 1.530, C160 1.477
160 C 4.6627 2.0797 -0.0677  O159 1.477, C161 1.485, H172 1.136, H173 1.104
161 C 4.5194 2.8958 1.1646  C160 1.485, H174 1.077, H175 1.106, H176 1.072
162 H 3.5187 -1.3514 -4.4147  C151 1.096
163 H 3.3615 -1.7281 -2.6341  C151 1.103
164 H 2.9804 -0.1217 -3.2178  C151 1.063
165 H 5.7592 -1.5925 -3.0558  C152 1.113
166 H 5.5401 -0.1826 -4.0563  C152 1.105
167 H 8.4767 0.5507 0.7877  C157 1.130
168 H 6.7789 0.3013 1.4864  C157 1.122
169 H 8.6161 -2.0620 0.3953  C158 1.110
170 H 8.5080 -1.6140 2.1411  C158 1.119
171 H 7.0619 -2.1606 1.2244  C158 1.093
172 H 5.7093 2.2088 -0.4914  C160 1.136
173 H 3.9053 2.2435 -0.8546  C160 1.104
174 H 4.0740 3.8360 0.8870  C161 1.077
175 H 3.8852 2.3877 1.9151  C161 1.106
176 H 5.4893 3.0868 1.5792  C161 1.072
177 C 4.5332 -2.2447 3.3232  C178 1.496, H188 1.088, H189 1.072, H190 1.071
178 C 5.5295 -2.0240 4.4167  C177 1.496, O179 1.423, H191 1.101, H192 1.077
179 O 6.3839 -3.1480 4.5935  C178 1.423, P180 1.609
180 P 6.0147 -4.4158 5.5123  O179 1.609, O181 1.477, O182 1.554, O185 1.550
181 O 5.1684 -4.1281 6.6876  P180 1.477
182 O 7.4436 -4.9417 5.8232  P180 1.554, C183 1.462
183 C 7.4592 -5.8999 6.9278  O182 1.462, C184 1.531, H193 1.128, H194 1.107
184 C 6.7721 -7.2275 6.5988  C183 1.531, H195 1.071, H196 1.089, H197 1.048
185 O 5.4335 -5.4558 4.5210  P180 1.550, C186 1.465
186 C 4.0400 -5.8867 4.6593  O185 1.465, C187 1.594, H198 1.107, H199 1.102
187 C 3.8992 -7.1676 3.7209  C186 1.594, H200 1.105, H201 1.083, H202 1.093
188 H 3.8529 -1.3965 3.3588  C177 1.088
189 H 4.9914 -2.2953 2.3552  C177 1.072
190 H 4.0179 -3.1409 3.6041  C177 1.071
191 H 6.2512 -1.2419 4.1349  C178 1.101
192 H 5.0117 -1.7584 5.3224  C178 1.077
193 H 8.5389 -6.0776 7.2013  C183 1.128
194 H 7.0071 -5.3706 7.7886  C183 1.107
195 H 6.9318 -7.8574 7.4501  C184 1.071
196 H 5.6931 -7.1023 6.5208  C184 1.089
197 H 7.1892 -7.7048 5.7647  C184 1.048
198 H 3.7156 -6.1737 5.6783  C186 1.107
199 H 3.3863 -5.0713 4.3110  C186 1.102
200 H 3.9373 -7.0116 2.6278  C187 1.105
201 H 4.5475 -7.9753 4.0382  C187 1.083
202 H 2.8760 -7.4823 3.9401  C187 1.093
203 C -2.4293 10.6294 -0.1275  C204 1.505, H214 1.111, H215 1.102, H216 1.122
204 C -3.1142 9.4356 0.4824  C203 1.505, O205 1.427, H217 1.096, H218 1.096
205 O -2.1272 8.7148 1.2182  C204 1.427, P206 1.594
206 P -2.2336 7.1246 1.2377  O205 1.594, O207 1.479, O208 1.598, O211 1.615
207 O -1.0856 6.5724 1.9895  P206 1.479
208 O -3.7129 6.8877 1.7927  P206 1.598, C209 1.489
209 C -4.1800 5.4924 2.0227  O208 1.489, C210 1.489, H219 1.096, H220 1.117
210 C -5.5668 5.6072 2.5524  C209 1.489, H221 1.091, H222 1.088, H223 1.106
211 O -2.2843 6.7166 -0.3246  P206 1.615, C212 1.439
212 C -1.0392 6.6211 -1.0391  O211 1.439, C213 1.499, H224 1.068, H225 1.103
213 C -1.3574 6.6139 -2.5039  C212 1.499, H226 1.063, H227 1.090, H228 1.105
214 H -1.5511 10.3850 -0.7623  C203 1.111
215 H -3.1559 11.2390 -0.6879  C203 1.102
216 H -2.1331 11.3260 0.7010  C203 1.122
217 H -3.9301 9.7522 1.1430  C204 1.096
218 H -3.5989 8.8125 -0.2782  C204 1.096
219 H -4.0802 4.9340 1.0853  C209 1.096
220 H -3.4412 5.1159 2.7712  C209 1.117
221 H -5.9224 4.6138 2.8307  C210 1.091
222 H -5.5745 6.3101 3.3823  C210 1.088
223 H -6.2204 6.0419 1.7729  C210 1.106
224 H -0.3887 7.4218 -0.7630  C212 1.068
225 H -0.6085 5.6435 -0.7664  C212 1.103
226 H -1.8269 5.7345 -2.8726  C213 1.063
227 H -1.9988 7.4719 -2.7060  C213 1.090
228 H -0.4471 6.8144 -3.0978  C213 1.105
229 C -3.7832 -1.6643 -2.1540  C230 1.509, H240 1.073, H241 1.082, H242 1.073
230 C -2.6386 -0.7017 -2.3563  C229 1.509, O231 1.457, H243 1.081, H244 1.042
231 O -1.7371 -1.0218 -1.2576  C230 1.457, P232 1.607
232 P -0.3478 -0.2194 -1.1605  O231 1.607, O233 1.499, O234 1.644, O237 1.536
233 O 0.4740 -0.1043 -2.4087  P232 1.499
234 O -0.9169 1.2217 -0.6119  P232 1.644, C235 1.430
235 C -0.0456 2.2791 -0.2027  O234 1.430, C236 1.517, H245 1.107, H246 1.088
236 C -0.8316 3.0941 0.8077  C235 1.517, H247 1.075, H248 1.109, H249 1.098
237 O 0.3096 -0.7456 0.1245  P232 1.536, C238 1.489
238 C 1.2088 -1.9273 0.0192  O237 1.489, C239 1.522, H250 1.086, H251 1.110
239 C 1.9165 -1.9896 1.3656  C238 1.522, H252 1.096, H253 1.089, H254 1.108
240 H -4.1367 -1.5673 -1.1458  C229 1.073
241 H -4.5630 -1.3291 -2.8248  C229 1.082
242 H -3.4670 -2.6713 -2.3476  C229 1.073
243 H -2.0931 -0.9148 -3.2645  C230 1.081
244 H -2.9228 0.2989 -2.2892  C230 1.042
245 H 0.8894 1.8428 0.1983  C235 1.107
246 H 0.2309 2.8735 -1.0705  C235 1.088
247 H -1.7713 3.2578 0.3128  C236 1.075
248 H -0.7946 2.5460 1.7706  C236 1.109
249 H -0.3265 4.0390 1.0486  C236 1.098
250 H 0.6044 -2.8008 -0.2086  C238 1.086
251 H 1.9544 -1.7948 -0.7922  C238 1.110
252 H 1.2818 -2.0371 2.2584  C239 1.096
253 H 2.5454 -2.8778 1.4075  C239 1.089
254 H 2.5944 -1.1152 1.4190  C239 1.108

These are the Mulliken partial charges, in e, on atoms 1 to 8: number 1, C, carries -0.667; number 2, C, carries -0.533; number 3, C, carries -0.345; number 4, C, carries 0.228; number 5, C, carries -0.205; number 6, C, carries -0.382; number 7, N, carries 1.072; number 8, O, carries -0.624